No. 1
The following is a DFT calculation (wB97M-V/def2-TZVPD) of a single C6H16N2O molecule.

Atoms and positions in Å:
1 H 2.28151 1.05039 -1.02547
2 C -1.09722 -0.61443 -0.89953
3 O -1.03024 -0.06595 -2.21356
4 H 1.30050 -0.94422 -2.08604
5 H 1.26144 -0.57001 2.12007
6 H -2.39180 1.09686 -0.37014
7 N 1.16069 -1.55560 -1.28925
8 H 0.12974 -1.62901 0.50768
9 C 1.69070 0.12815 1.40227
10 H 2.66123 -0.27334 1.07160
11 H 1.87974 1.08261 1.89505
12 H -0.82784 -0.77665 -2.83348
13 C -1.60402 0.71571 0.27311
14 H 1.33804 2.28268 -0.14593
15 H -1.07945 1.63440 0.53448
16 H 0.59955 1.39554 -1.48912
17 H -1.71246 -1.52176 -0.88465
18 C 1.28350 1.31567 -0.64804
19 H -2.68236 0.75067 2.13399
20 H 2.06754 -1.77198 -0.88971
21 N 0.77295 0.33186 0.29803
22 C 0.27947 -0.92877 -0.31890
23 H -2.81192 -0.77800 1.24256
24 C -2.13973 0.03462 1.51143
25 H -1.32956 -0.38942 2.10355

Forces on atoms 1 to 3 (eV/Å):
H 0.1 0.1 0.0
C 1.0 2.8 1.9
O -0.2 0.0 0.4

Summary:
Max |F| (eV/A): 3.99
Energy (hartree): -422.87699
LUMO level (eV): 0.90
Kohn-Sham gap (eV): 8.856
Energy relative to the best compared isomer or geometry (same formula, charge and spin) (kcal per mole): 68.9
E_HOMO (eV): -7.95
Total charge: 0
SMILES string: CC[C@@H](O)[C@@H](N)N(C)C


No. 2
The following is a DFT calculation (wB97M-V/def2-TZVPD) of 2 unconnected molecules or ions with the total composition CH4IN.

Atoms and positions in Å:
1 N -0.80816 -1.04116 0.05779
2 C -0.64833 -0.23673 -0.87960
3 I 2.64318 1.88068 2.04777
4 H 0.07398 0.60111 -0.69178
5 H -1.28809 -0.32261 -1.87416
6 H 1.49221 1.01565 1.39388
7 H -1.46479 -1.89694 -0.05390

Forces on atoms 1 to 3 (eV/Å):
N -0.6 -2.4 1.3
C -1.3 0.3 -2.0
I 0.4 0.3 0.2

Summary:
Max |F| (eV/A): 2.75
Energy (hartree): -392.89566
LUMO level (eV): 0.77
Kohn-Sham gap (eV): 10.698
Energy relative to the best compared isomer or geometry (same formula, charge and spin) (kcal per mole): 5.7
E_HOMO (eV): -9.93
Total charge: 0
SMILES string: C=N.I


No. 3
The following is a DFT calculation (wB97M-V/def2-TZVPD) of a molecular structure, C25H42Cl3N3O8PbSSi4Te.

Atoms and positions in Å:
1 H -1.94023 -3.91996 2.20407
2 H -0.17960 -5.56572 0.37535
3 Cl -2.32253 5.28679 3.96317
4 C -4.43295 0.35759 0.64139
5 C 0.31535 2.27651 2.91979
6 H -5.17738 1.04500 1.03107
7 H 0.55024 -3.52890 -3.75231
8 H 3.53953 -1.06080 1.36512
9 H 1.16225 1.38876 -2.55958
10 C -2.88035 4.15339 1.51499
11 H -2.15781 0.32201 3.53528
12 H 1.11077 -4.41159 2.25388
13 H 0.02319 -0.57027 3.68041
14 H -3.21411 3.76738 -5.20802
15 O -1.98527 -0.40178 0.75435
16 H -0.27521 -5.40687 -1.37542
17 C -2.44103 3.12648 -4.81038
18 C 2.73034 -3.98698 -1.73605
19 C 0.13414 -1.63308 3.46696
20 H -3.44111 -4.13161 1.30323
21 C -2.52978 -3.53497 1.36994
22 H 2.51534 -3.99292 1.27525
23 O 4.16790 2.96373 -1.50183
24 H -2.81103 -2.50966 1.60051
25 C 3.00222 2.96484 0.55827
26 H 2.04790 -4.83669 -1.68885
27 O 1.99452 2.39547 -1.51235
28 Si 1.26925 -1.92414 1.98991
29 H 2.57055 -3.80104 3.02819
30 H -2.19411 1.95058 -6.59709
31 C -2.70062 -3.16275 -1.68758
32 C -2.00858 3.27539 -3.50629
33 H -3.66877 -3.65574 -1.59034
34 H 2.59127 2.98549 4.34954
35 O -0.58201 2.24736 2.00438
36 H 0.95631 0.14473 -3.66807
37 H -4.66617 -0.67253 0.89986
38 C 4.10413 3.28188 1.32568
39 C -0.88656 1.32027 -5.02579
40 S -2.83024 0.84019 1.33837
41 Si 0.27172 -1.95721 -0.16944
42 Te -0.91436 0.20659 -0.92232
43 C -0.49389 1.56114 -3.71092
44 O 4.97114 3.69306 3.52744
45 C 0.86940 -2.49573 -3.60418
46 H 2.75703 -0.00831 -1.77730
47 Si 1.80003 -2.34475 -1.94287
48 C 1.93208 -3.69981 2.14927
49 Pb -0.10324 2.97929 -0.34010
50 N 0.47756 0.78991 -3.05381
51 H 3.95495 -1.23306 -1.39601
52 H -2.87859 -2.08585 -1.72656
53 H -0.42589 0.52304 -5.59480
54 H -1.64614 -6.04464 -0.47409
55 C -3.07750 0.15309 2.97767
56 N -1.06412 2.50749 -2.96794
57 O -2.53096 3.92309 0.33983
58 H -3.89826 0.69047 3.43984
59 H -0.03164 -1.87775 -3.61991
60 C 3.09085 2.77878 -0.96126
61 C 3.12881 -0.99329 -2.06739
62 O -3.71523 3.52895 2.19928
63 H 3.40798 -4.14262 -2.57773
64 H 0.53717 -2.10314 4.36623
65 Cl -3.32245 6.77873 1.69255
66 C -2.28876 5.43268 2.21119
67 C 2.72886 3.01670 3.27840
68 Si -1.53312 -3.54698 -0.24176
69 C 2.73215 -0.72150 2.01667
70 C 1.68142 2.72247 2.43443
71 N 1.81459 2.72729 1.10974
72 H 5.74830 3.92324 3.00676
73 H 3.13480 -0.60594 3.02470
74 H 2.42073 0.26639 1.67557
75 H 3.33279 -3.99202 -0.82668
76 H -0.86040 -2.04596 3.29101
77 H 3.53894 -0.91383 -3.07577
78 C -0.84452 -5.30481 -0.44990
79 H 1.49526 -2.22348 -4.45651
80 H -3.28294 -0.90874 2.87321
81 Cl -0.62489 5.76574 1.70163
82 H -2.43721 4.02051 -2.84467
83 H -4.35871 0.46990 -0.43931
84 C -1.86921 2.11902 -5.57927
85 H -2.26696 -3.46581 -2.64214
86 H 5.04316 3.47775 0.82290
87 O 0.18022 1.92818 4.08506
88 C 3.95928 3.34588 2.71028

Forces on atoms 1 to 3 (eV/Å):
H 0.0 0.0 0.0
H 0.0 0.0 0.0
Cl 0.1 0.1 0.0

Summary:
Max |F| (eV/A): 1.92
Energy (hartree): -5141.81889
LUMO level (eV): -0.83
Kohn-Sham gap (eV): 7.604
E_HOMO (eV): -8.44
Total charge: 0


Copy entry 2 word for word.
The following is a DFT calculation (wB97M-V/def2-TZVPD) of 2 unconnected molecules or ions with the total composition CH4IN.

Atoms and positions in Å:
1 N -0.80816 -1.04116 0.05779
2 C -0.64833 -0.23673 -0.87960
3 I 2.64318 1.88068 2.04777
4 H 0.07398 0.60111 -0.69178
5 H -1.28809 -0.32261 -1.87416
6 H 1.49221 1.01565 1.39388
7 H -1.46479 -1.89694 -0.05390

Forces on atoms 1 to 3 (eV/Å):
N -0.6 -2.4 1.3
C -1.3 0.3 -2.0
I 0.4 0.3 0.2

Summary:
Max |F| (eV/A): 2.75
Energy (hartree): -392.89566
LUMO level (eV): 0.77
Kohn-Sham gap (eV): 10.698
Energy relative to the best compared isomer or geometry (same formula, charge and spin) (kcal per mole): 5.7
E_HOMO (eV): -9.93
Total charge: 0
SMILES string: C=N.I